The following is a quantum chemistry calculation of a 3-piece molecular cluster, C4H12NOS overall in a non-equilibrium geometry, from the Open Molecules 2025 dataset.

Each line ends with the Löwdin charge.
Cartesian coordinates (Å):
C  -0.453  -0.739  -0.417  -0.38
C  -1.900  -1.030  -0.138  -0.86
S  -2.835  0.463  -0.393  0.15
C  0.025  0.061  0.896  -0.31
N  1.271  0.859  0.876  -0.17
C  1.107  1.991  -0.156  -0.16
H  -0.313  -0.182  -1.340  0.07
H  0.096  -1.672  -0.522  0.07
H  -1.995  -1.949  -0.709  0.04
H  -1.884  -1.382  0.953  -0.12
H  0.116  -0.717  1.655  0.07
H  -0.860  0.680  0.961  0.01
H  -1.940  -2.037  1.667  0.07
H  1.769  1.871  -1.028  0.05
H  0.070  1.914  -0.447  0.03
H  1.320  2.955  0.349  0.03
H  2.811  -0.737  -1.305  -0.11
H  1.708  0.171  0.181  -0.03
O  1.888  -0.521  -1.084  -0.46

The calculation puts the calculated total energy at -687.5281 hartree. Its spin multiplicity is 2. Its net charge is -2.

The following is a quantum chemistry calculation of a 2-piece molecular cluster, C4H12NOS overall in a non-equilibrium geometry, from the Open Molecules 2025 dataset.

Each line ends with the Löwdin charge.
Cartesian coordinates (Å):
C  -2.166  1.002  -0.248  -0.13
N  -0.860  0.840  -0.890  -0.09
C  0.215  0.423  -0.008  -0.52
C  1.084  -0.573  -0.747  -0.50
S  2.370  -1.312  0.416  0.68
C  0.958  1.669  0.578  -0.06
H  -2.930  0.283  -0.544  0.07
H  -2.628  1.983  -0.346  0.07
H  -2.099  0.886  0.850  0.08
H  -0.703  1.753  -1.284  0.10
H  -0.247  -0.067  0.855  0.12
H  1.580  -0.037  -1.558  0.07
H  0.522  -1.403  -1.153  0.06
H  0.310  2.501  0.862  0.08
H  1.553  1.427  1.459  0.06
H  1.561  1.965  -0.285  0.08
H  1.009  -3.263  0.384  -0.09
H  -0.177  -3.939  1.054  0.02
O  0.646  -4.139  0.605  -0.10

The calculation puts the calculated total energy at -687.7099 hartree. Its spin multiplicity is 2. Its net charge is 0.